C25H34N2O8 | ωB97M-V with the def2-TZVPD basis set

Computed properties:
SMILES string = CCOC(=O)c1[nH]c(Cc2[nH]c(C(=O)OCC)c(C)c2CCC(=O)OC)c(CCC(=O)OC)c1C
Energy above the lowest of the compared OMol25 structures with the same formula, charge and spin = 0.0 kcal per mole
Calculated total energy = -45839.7307 eV
Orbital gap = 8.498 eV
HOMO level = -7.915 eV

Geometry as XYZ:
```
69
Properties=species:S:1:pos:R:3:forces:R:3:nbo_charge:R:1
C -7.15108 -0.79240 -0.04123 0.33 0.33 0.00 -0.622
C -6.60189 0.60535 0.17578 -0.52 0.09 0.17 -0.068
O -5.21887 0.59851 -0.16153 0.27 -0.15 -0.11 -0.529
C -4.55815 1.76688 0.01563 -0.33 0.17 0.13 0.774
O -5.10071 2.76775 0.42976 0.08 -0.17 -0.07 -0.612
C -3.16344 1.63413 -0.34713 0.39 0.32 0.01 -0.054
N -2.64475 0.44907 -0.80182 -0.14 -0.10 -0.10 -0.481
C -1.32978 0.60184 -1.06211 0.05 0.18 -0.14 0.170
C -0.48408 -0.52834 -1.55370 -0.06 0.04 0.07 -0.478
C 0.57867 -0.86704 -0.55797 -0.07 -0.14 0.07 0.176
N 1.88608 -0.82580 -0.88721 0.06 -0.05 -0.12 -0.471
C 2.65739 -1.07052 0.21758 -0.33 -0.07 0.35 -0.053
C 4.10111 -0.98695 0.14857 0.35 0.04 0.20 0.786
O 4.85269 -0.93648 1.10007 -0.16 -0.11 -0.13 -0.628
O 4.51433 -0.94248 -1.13351 -0.32 -0.09 -0.10 -0.524
C 5.88384 -0.63739 -1.38274 0.62 0.28 0.04 -0.078
C 5.96493 0.59548 -2.27052 -0.20 -0.32 0.19 -0.634
C 1.80154 -1.29833 1.28817 0.40 0.09 -0.38 -0.008
C 2.20198 -1.60195 2.68862 0.05 0.01 -0.03 -0.651
C 0.48533 -1.17176 0.79310 -0.03 0.03 -0.15 -0.070
C -0.76006 -1.32264 1.60887 0.02 -0.19 -0.12 -0.431
C -1.27571 -2.77105 1.62830 -0.01 0.21 0.04 -0.495
C -1.83960 -3.17030 0.28922 0.14 -0.07 0.25 0.820
O -2.65416 -2.54037 -0.34048 -0.11 0.10 -0.12 -0.647
O -1.33008 -4.33154 -0.12366 0.20 -0.14 0.22 -0.497
C -1.77812 -4.83472 -1.37541 -0.30 0.01 -0.34 -0.268
C -0.97306 1.91040 -0.77689 -0.08 -0.13 -0.11 -0.049
C 0.40488 2.48105 -0.86766 -0.03 -0.21 0.21 -0.438
C 1.14740 2.34773 0.46886 0.15 0.02 -0.29 -0.505
C 2.64649 2.26767 0.30089 -0.30 0.10 0.07 0.819
O 3.22392 2.01782 -0.72763 0.17 -0.03 -0.10 -0.637
O 3.25721 2.49296 1.46351 -0.18 0.08 0.29 -0.505
C 4.67588 2.36822 1.49825 0.37 -0.09 -0.16 -0.277
C -2.13308 2.57032 -0.32490 -0.45 -0.35 0.03 -0.007
C -2.23721 3.99408 0.09278 -0.05 -0.01 -0.01 -0.650
H -8.20319 -0.81869 0.22720 -0.11 -0.02 0.02 0.215
H -6.60736 -1.50550 0.57282 0.00 -0.11 0.06 0.212
H -7.04159 -1.07963 -1.08361 -0.04 -0.08 -0.10 0.211
H -7.11881 1.33990 -0.45295 0.08 -0.09 0.14 0.186
H -6.71168 0.92027 1.22022 0.00 -0.01 -0.18 0.187
H -3.15519 -0.42108 -0.85406 0.07 0.01 0.04 0.452
H -1.13142 -1.38714 -1.73936 0.10 0.03 -0.12 0.247
H -0.00422 -0.25176 -2.49663 -0.05 -0.04 -0.03 0.228
H 2.27711 -0.55604 -1.77531 -0.06 0.03 0.03 0.435
H 6.33281 -1.50914 -1.87020 -0.07 0.08 0.12 0.181
H 6.38275 -0.46807 -0.42259 -0.07 -0.10 -0.23 0.209
H 5.36185 1.39149 -1.84061 0.01 0.10 0.03 0.237
H 5.58139 0.37342 -3.26312 -0.01 0.03 -0.13 0.205
H 6.99678 0.92431 -2.35394 0.13 0.03 -0.05 0.211
H 1.79303 -0.85696 3.37089 -0.01 0.03 0.11 0.217
H 1.83071 -2.57919 2.99528 -0.02 -0.07 0.09 0.213
H 3.28446 -1.59190 2.76823 0.02 -0.02 0.12 0.254
H -1.54669 -0.67659 1.21865 -0.03 0.05 0.13 0.235
H -0.54653 -1.02253 2.63607 -0.09 0.05 0.00 0.221
H -2.08291 -2.85261 2.36010 -0.03 -0.10 -0.02 0.237
H -0.48065 -3.46593 1.89571 -0.05 0.02 0.06 0.229
H -1.20101 -4.38259 -2.18474 -0.04 -0.03 0.05 0.188
H -1.61463 -5.90935 -1.35657 0.03 0.06 0.01 0.199
H -2.83632 -4.60712 -1.51788 0.12 -0.07 -0.02 0.204
H 0.35689 3.53212 -1.15517 0.07 0.00 -0.10 0.218
H 0.97752 1.95021 -1.63017 0.02 0.10 -0.03 0.226
H 0.84779 1.41997 0.96427 0.04 0.02 0.04 0.249
H 0.91340 3.16743 1.14717 -0.01 -0.03 0.06 0.233
H 5.01076 2.92035 2.37277 -0.04 -0.01 -0.03 0.193
H 4.95288 1.31620 1.58850 -0.01 0.11 -0.02 0.215
H 5.11366 2.78525 0.58937 0.00 -0.01 0.11 0.194
H -1.63217 4.17576 0.98033 0.04 0.10 0.08 0.213
H -1.87797 4.65029 -0.69913 0.03 0.11 -0.03 0.214
H -3.27131 4.23562 0.31658 0.01 0.12 0.04 0.255
```
Forces are in eV/Å.

=====

C25H34N4O4S2 | ωB97M-V with the def2-TZVPD basis set

Computed properties:
Calculated total energy = -62282.5451 eV
Orbital gap = 6.009 eV
Total charge = +2
HOMO level = -13.275 eV

Geometry as XYZ:
```
69
Properties=species:S:1:pos:R:3:forces:R:3:nbo_charge:R:1
C 2.43051 0.55285 -0.68188 0.30 -0.04 -0.18 -0.642
C 2.30308 1.27275 -2.03712 0.50 -0.17 1.32 0.091
C 1.88594 2.72392 -1.87832 0.29 -0.25 0.02 -0.086
O 0.46460 2.72721 -2.07381 0.00 0.28 -0.49 -0.556
C -0.23694 3.80338 -1.65166 -0.11 0.17 0.49 0.779
O -0.02952 4.39728 -0.63846 0.26 0.05 -0.15 -0.509
C -1.39563 4.10037 -2.57712 0.06 -0.47 0.01 -0.651
S -2.87136 3.18138 -2.02622 -0.03 0.13 -0.02 0.522
N -2.14148 1.59341 -1.82110 0.04 0.12 -0.11 -0.408
C -1.82712 1.18609 -0.57714 -0.16 0.03 -0.30 0.135
C -1.22190 -0.03716 -0.39074 0.04 -0.11 0.04 -0.195
C -0.92253 -0.83191 -1.48688 -0.09 0.02 -0.08 -0.001
C -0.24658 -2.14429 -1.29958 -0.02 0.09 0.01 0.146
C 0.96579 -2.41574 -1.92785 -0.27 -0.06 -0.05 -0.239
C 1.56503 -3.63689 -1.73868 -0.06 0.08 -0.01 0.106
N 0.97934 -4.53862 -0.93529 -0.02 0.07 0.02 -0.410
C -0.17850 -4.30153 -0.29236 0.11 -0.10 -0.06 0.098
C -0.82008 -3.10373 -0.47020 -0.13 0.15 0.10 -0.235
C -1.27147 -0.39090 -2.76565 0.05 0.24 0.15 -0.220
C -1.87933 0.83496 -2.90521 0.06 -0.28 0.07 0.102
O 3.57022 1.30351 -2.71443 -0.61 -0.07 -0.77 -0.520
C 3.82688 0.18828 -3.45026 0.46 -0.07 0.13 0.826
O 3.69967 -0.92425 -3.00897 -0.58 0.00 -0.04 -0.611
C 4.24739 0.52242 -4.85110 0.44 -0.19 0.30 -0.656
S 5.39881 -0.65455 -5.57828 0.27 0.01 -0.25 0.035
H 1.81759 -0.34373 -0.62908 -0.12 0.09 0.13 0.188
H 3.45807 0.22078 -0.57167 0.10 -0.03 0.05 0.255
H 2.21634 1.21555 0.15112 -0.25 -0.01 0.10 0.220
H 1.55345 0.75690 -2.63468 0.07 0.06 -0.44 0.173
H 2.37531 3.33022 -2.63702 -0.20 0.08 -0.20 0.214
H 2.17501 3.10867 -0.90552 -0.24 0.11 0.15 0.215
H -1.16914 3.86221 -3.61133 0.03 -0.06 -0.06 0.248
H -1.62509 5.15850 -2.49324 -0.31 0.05 0.12 0.297
H -2.06549 1.85403 0.23583 0.06 0.01 0.13 0.300
H -0.97389 -0.33157 0.61661 -0.03 0.01 0.10 0.276
H 1.44766 -1.68621 -2.55295 0.22 0.09 -0.16 0.276
H 2.49579 -3.89898 -2.21534 0.10 -0.12 0.04 0.267
H 1.42783 -5.43803 -0.80465 0.04 -0.03 0.01 0.458
H -0.55235 -5.08367 0.34813 -0.03 -0.11 0.00 0.259
H -1.76278 -2.90623 0.02273 -0.06 -0.03 0.09 0.282
H -1.08018 -0.98735 -3.64396 0.01 -0.04 -0.08 0.258
H -2.16697 1.22874 -3.86637 -0.09 0.12 -0.03 0.257
H 4.77241 1.47201 -4.83348 -0.11 0.19 -0.09 0.266
H 3.33521 0.62953 -5.43882 -0.06 0.09 -0.06 0.246
H 4.81895 -1.77636 -5.15116 -0.20 -0.05 0.08 0.127
C 1.05336 4.04701 4.43103 -0.01 -0.04 -0.01 -0.616
C 0.99273 2.62920 4.98602 -0.02 0.20 0.00 -0.380
C 1.10469 1.55682 3.89156 0.02 0.14 0.18 -0.521
C 0.01166 1.66388 2.92762 0.25 -0.11 0.26 0.364
N -0.86858 1.74338 2.19911 -0.22 -0.04 -0.32 -0.434
H 0.21851 4.24999 3.75821 0.01 -0.01 -0.02 0.212
H 1.00449 4.77367 5.23965 0.02 0.01 0.01 0.236
H 1.98230 4.21734 3.88377 0.00 0.01 0.00 0.207
H 0.06069 2.48788 5.53477 0.00 -0.06 0.01 0.215
H 1.80617 2.47606 5.69504 0.01 -0.09 -0.02 0.225
H 1.07424 0.55657 4.32561 0.01 -0.02 -0.03 0.256
H 2.04826 1.66095 3.35195 0.00 0.00 -0.01 0.248
C -3.72098 -4.56878 3.20200 0.06 0.02 0.03 -0.611
C -3.61581 -3.33779 4.09482 0.04 -0.14 -0.10 -0.378
C -4.49438 -2.17356 3.61780 0.07 -0.10 0.12 -0.524
C -4.11792 -1.73011 2.27783 -0.21 -0.03 0.34 0.356
N -3.82259 -1.38536 1.22622 0.41 0.05 -0.50 -0.426
H -3.37730 -4.35440 2.18632 -0.05 0.02 -0.01 0.185
H -3.10957 -5.37986 3.59638 -0.02 -0.01 0.01 0.225
H -4.74867 -4.92684 3.13888 -0.01 -0.01 -0.02 0.223
H -2.57617 -3.00710 4.14584 -0.01 0.05 0.05 0.199
H -3.91563 -3.59824 5.10930 -0.03 0.07 0.02 0.230
H -4.40405 -1.32161 4.29202 -0.05 0.03 -0.01 0.265
H -5.54437 -2.46922 3.59400 -0.02 0.02 -0.01 0.263
```
Forces are in eV/Å.

=====

C25H35AlN2O2Si | ωB97M-V with the def2-TZVPD basis set

Computed properties:
Energy above the lowest of the compared OMol25 structures with the same formula, charge and spin = 12.8 kcal per mole
Calculated total energy = -48047.5282 eV
Orbital gap = 7.387 eV
HOMO level = -7.600 eV

Geometry as XYZ:
```
66
Properties=species:S:1:pos:R:3:forces:R:3:nbo_charge:R:1
Al -0.82569 0.97094 -0.35084 -0.08 -0.81 -1.40 1.681
O -0.07787 2.50506 -0.01255 0.42 0.91 0.84 -0.856
C 0.71912 3.36025 -0.57497 0.06 -0.01 -0.54 0.411
C 1.49989 4.24806 0.18894 -0.07 -0.08 0.09 -0.275
C 2.38564 5.10400 -0.42013 -0.22 -0.14 0.01 -0.151
C 2.50800 5.13675 -1.81152 0.12 0.13 -0.21 -0.274
C 1.72251 4.31822 -2.58347 -0.09 -0.10 0.07 -0.156
C 0.82139 3.41859 -1.98985 0.28 0.21 0.54 -0.187
C -0.05801 2.63346 -2.79103 -0.17 -0.01 -0.37 0.209
N -0.85784 1.72852 -2.35140 0.49 0.08 0.41 -0.572
C -1.80740 1.14261 -3.25913 -0.44 -0.29 -0.38 -0.229
C -2.08959 -0.27263 -2.76099 0.05 -0.03 -0.53 -0.234
N -2.23688 -0.17599 -1.33598 -0.13 -0.09 0.45 -0.596
C -3.09463 -0.90005 -0.71404 -0.17 0.09 -0.46 0.233
C -3.40204 -0.77571 0.67322 0.00 0.13 0.66 -0.266
C -4.23676 -1.71008 1.30680 0.07 0.07 -0.03 -0.131
C -4.59616 -1.55978 2.62352 -0.17 -0.23 -0.05 -0.276
C -4.18385 -0.42530 3.32417 0.15 0.06 -0.14 -0.164
C -3.36342 0.50298 2.73219 0.06 0.13 0.06 -0.238
C -2.90133 0.32149 1.41789 -0.15 -0.38 -0.20 0.421
O -2.03142 1.13702 0.90229 -0.45 0.67 0.81 -0.857
H 1.40437 4.20548 1.26410 -0.02 -0.01 0.06 0.229
H 2.99017 5.76233 0.18697 0.06 0.04 0.04 0.216
H 3.20983 5.81483 -2.27102 0.05 0.05 -0.08 0.216
H 1.79205 4.34869 -3.66292 0.01 0.03 -0.09 0.208
H -0.06806 2.88242 -3.86215 -0.05 -0.12 0.12 0.170
H -1.44883 1.13680 -4.29666 -0.04 0.00 0.13 0.197
H -2.73602 1.72560 -3.22116 0.07 -0.05 -0.01 0.205
H -1.22209 -0.89648 -3.00103 0.01 -0.08 0.05 0.209
H -2.97418 -0.69983 -3.24909 0.13 0.01 0.07 0.201
H -3.68101 -1.63852 -1.27073 0.04 0.04 -0.05 0.181
H -4.57313 -2.56891 0.74348 -0.08 -0.11 -0.07 0.208
H -5.19909 -2.30631 3.11611 -0.11 -0.06 -0.01 0.216
H -4.49729 -0.28577 4.34848 -0.01 0.01 0.09 0.215
H -3.01279 1.36771 3.27574 0.05 0.07 0.01 0.220
C -0.12591 -1.05464 2.26269 0.15 0.27 -0.46 -1.123
Si 0.66255 -0.86886 0.50684 0.52 -0.80 0.86 0.977
C 0.57422 -2.75603 -0.10159 -0.03 0.27 -0.24 -0.439
C -0.85655 -3.04629 -0.55294 0.09 0.17 0.05 -0.603
C 0.89944 -3.77247 0.99149 0.02 0.34 0.02 -0.609
C 1.48869 -3.02237 -1.29374 -0.02 0.12 0.14 -0.606
C 2.51824 -0.31483 0.88803 -0.16 -0.02 -0.17 -0.448
C 3.22822 -1.12594 1.96814 -0.27 -0.10 -0.14 -0.606
C 2.45308 1.12886 1.38092 -0.18 -0.08 -0.13 -0.605
C 3.38294 -0.31689 -0.37057 -0.17 -0.11 0.05 -0.607
H 0.46832 -1.61004 2.98094 0.23 -0.16 0.00 0.224
H -1.09314 -1.54609 2.19108 -0.19 -0.09 0.00 0.224
H -0.30542 -0.06907 2.67712 -0.10 0.25 0.19 0.229
H -1.57226 -2.75930 0.21347 -0.17 -0.03 0.10 0.204
H -0.99427 -4.10942 -0.76001 0.05 -0.16 -0.02 0.199
H -1.08129 -2.50122 -1.46412 -0.12 0.04 -0.17 0.187
H 0.18259 -3.70144 1.80362 -0.06 -0.07 0.21 0.208
H 1.89473 -3.62555 1.39510 0.17 -0.01 0.15 0.205
H 0.85187 -4.78439 0.58414 -0.03 -0.12 -0.07 0.196
H 1.40383 -2.22629 -2.03113 0.09 0.07 -0.23 0.198
H 1.22721 -3.96652 -1.77474 -0.04 -0.15 -0.08 0.194
H 2.52375 -3.09589 -0.97529 0.20 0.04 -0.06 0.205
H 2.65356 -1.12272 2.88975 0.00 -0.08 0.21 0.206
H 4.20652 -0.68768 2.17868 0.10 0.05 0.01 0.197
H 3.38899 -2.15464 1.66059 0.04 -0.21 0.01 0.197
H 1.70593 1.25267 2.16005 -0.12 0.15 0.18 0.207
H 2.20505 1.78579 0.55663 -0.03 0.16 0.00 0.208
H 3.41840 1.44723 1.77802 0.16 0.00 0.05 0.197
H 3.64239 -1.32853 -0.66802 0.06 -0.08 -0.15 0.202
H 4.31182 0.22790 -0.19559 0.15 0.09 0.03 0.197
H 2.85889 0.16820 -1.19279 0.01 0.07 -0.23 0.200
```
Forces are in eV/Å.